(1)
Entry from the OMol25 dataset: C11H15NO as an isolated structure (the ωB97M-V functional and the def2-TZVPD basis).

XYZ file:
```
28
Properties=species:S:1:pos:R:3
C 0.56016 3.05148 -0.31540
C 1.21353 0.70661 0.32841
C 2.58815 0.44081 0.68626
C 3.06892 -0.94781 0.19210
C 2.32425 -1.80893 -0.44511
C 1.04460 -1.29976 -0.83814
C 0.42574 -0.14945 -0.42196
C -0.90035 0.16192 -1.21600
C -2.10981 0.82058 -0.42138
C -1.96185 -0.73270 -0.76850
C -1.65581 -1.68336 0.55657
H -0.53971 3.64008 0.19801
H 1.68745 3.65439 -0.40622
H 0.19924 2.57880 -1.30136
H 3.23803 1.08333 1.51358
H 4.04539 -1.39674 0.54199
H 2.83127 -2.87391 -0.43489
H 0.20808 -2.15897 -1.04902
H -1.17662 0.32517 -2.44233
H -1.54503 1.03811 0.63540
H -2.89488 1.42911 -0.93588
H -2.78184 -0.83462 -1.56845
H -0.28119 -1.79510 0.46821
H -2.27075 -2.90421 0.39253
H -0.41565 -0.83868 2.27198
H -3.43041 -0.92977 2.35002
N -1.92750 -0.54565 1.77999
O 0.45659 1.96927 0.64959
```

Summary:
* 2S+1: 1
* HOMO: -0.3142 Eh

***

(2)
Entry from the OMol25 dataset: a 2-piece molecular cluster, C11H15NO overall (the ωB97M-V functional and the def2-TZVPD basis).

XYZ file:
```
28
Properties=species:S:1:pos:R:3
C 1.87209 0.15050 -1.44173
C 1.13281 -0.80786 -0.57733
C 0.01697 -1.48748 -0.95266
N -0.66479 -2.07570 0.18891
C 0.02001 -1.62192 1.33400
C -0.19974 -1.84544 2.70581
C 0.67234 -1.06047 3.47098
C 1.80648 -0.44615 3.04506
C 2.15039 -0.22249 1.73685
C 1.11972 -0.87286 0.91079
H 1.38156 0.08906 -2.43505
H 2.99979 -0.10351 -1.52708
H 1.85702 1.13006 -1.12262
H -0.13762 -1.82512 -1.94074
H -1.68977 -2.25873 0.16484
H -1.13057 -2.30587 3.15211
H 0.26952 -0.97776 4.52933
H 2.47541 0.06601 3.68492
H 2.91455 0.21607 1.07417
C -2.05105 1.29142 -2.51365
C -1.64390 1.66948 -1.10437
O -1.21844 3.07743 -1.14267
H -1.31916 1.51513 -3.44094
H -2.85503 2.02951 -2.77971
H -2.62273 0.36355 -2.64640
H -2.35986 1.48206 -0.33599
H -0.84632 1.15406 -0.49007
H -1.94965 3.67701 -1.54676
```

Summary:
* 2S+1: 1
* HOMO: -0.2919 Eh
* SMILES: Cc1c[nH]c2ccccc12.CCO

***

(3)
Entry from the OMol25 dataset: a 2-piece molecular cluster, C11H15NO overall (the ωB97M-V functional and the def2-TZVPD basis).

XYZ file:
```
28
Properties=species:S:1:pos:R:3
C 0.53052 -4.11493 1.43108
C 0.85683 -2.65164 1.62999
C 1.48761 -2.13004 2.76338
N 1.89315 -0.76734 2.41731
C 1.46371 -0.45794 1.14725
C 1.58170 0.70494 0.33631
C 1.15256 0.70575 -1.00788
C 0.46534 -0.43294 -1.47971
C 0.31723 -1.58798 -0.79340
C 0.82662 -1.66815 0.58949
H 0.51360 -4.69875 2.38213
H 1.15085 -4.51082 0.68397
H -0.52916 -4.13225 1.10420
H 1.63033 -2.46195 3.66942
H 2.14154 0.02726 3.07206
H 1.93405 1.66116 0.72162
H 1.30598 1.61481 -1.55580
H 0.04235 -0.27865 -2.42537
H -0.10553 -2.47544 -1.22939
C -2.61204 2.31398 -1.95102
C -1.74257 3.18091 -1.09534
O -1.11981 4.28429 -1.75349
H -2.07875 1.91010 -2.78636
H -3.40423 3.03821 -2.23987
H -3.14531 1.59759 -1.33000
H -2.32422 3.59173 -0.30948
H -0.77073 2.64785 -0.66439
H -1.46163 5.09024 -1.32672
```

Summary:
* 2S+1: 1
* HOMO: -0.2889 Eh
* SMILES: Cc1c[nH]c2ccccc12.CCO

***

(4)
Entry from the OMol25 dataset: a 2-piece molecular cluster, C11H15NO overall (the ωB97M-V functional and the def2-TZVPD basis).

XYZ file:
```
28
Properties=species:S:1:pos:R:3
C 3.36395 0.58006 1.38995
C 0.67962 2.08243 1.01065
C 3.66804 1.71204 0.85099
C -0.82517 -0.71740 -1.84423
C -1.43293 -0.51584 -0.61534
C -0.40534 1.92928 -0.05098
C -0.55691 0.39975 0.10784
C 0.30177 -0.12454 1.02782
C -1.09244 -1.82114 -2.87456
C -2.82748 -0.83016 -0.13330
C 0.48655 -1.52251 1.53319
N 1.04879 0.88787 1.61623
O 1.29433 3.10065 1.34132
H 4.52465 1.86957 0.23684
H 3.15204 2.60803 1.04640
H 0.21010 -0.20981 -1.95960
H -1.42548 2.36447 0.26636
H -0.07185 2.31658 -0.95499
H -0.28592 -2.42289 -2.59156
H -2.12885 -2.17495 -2.58594
H -1.08026 -1.61399 -3.98082
H -3.57319 -0.02934 0.09351
H -3.36680 -1.48991 -0.93528
H -2.78950 -1.51496 0.79982
H 0.61933 -1.60992 2.56183
H 1.30274 -1.91233 0.99869
H -0.38832 -2.10242 1.13909
H 1.59855 0.76139 2.50611
```

Summary:
* 2S+1: 1
* HOMO: -0.2944 Eh

***

Stability, descending: (3), (2), (4), (1)

***

(1)
Entry from the OMol25 dataset: C4H9NS2 as an isolated structure (the ωB97M-V functional and the def2-TZVPD basis).

XYZ file:
```
16
Properties=species:S:1:pos:R:3
C 1.96892 1.99150 -1.24194
C -0.01041 1.30353 0.05623
C -1.31120 0.45595 0.60046
C 0.02639 0.10048 0.99294
H 1.76763 3.19025 -1.91733
H 2.87729 1.07664 -2.10634
H 2.57543 2.14487 -0.12821
H 0.13210 1.17691 -2.02575
H 0.03068 2.34191 0.35982
H -2.09967 0.84512 1.34640
H -1.06044 -1.72032 0.27124
H 0.12540 0.33288 1.99569
H 1.85187 -0.84451 -0.35909
N 0.78361 1.09776 -1.15155
S -2.12794 -0.97554 -0.18192
S 1.14495 -1.48301 0.69306
```

Summary:
* 2S+1: 1
* HOMO: -0.3177 Eh

***

(2)
Entry from the OMol25 dataset: a 3-piece molecular cluster, C4H9NS2 overall (the ωB97M-V functional and the def2-TZVPD basis).

XYZ file:
```
16
Properties=species:S:1:pos:R:3
C 2.49614 1.47053 0.09309
C 1.06725 -0.26438 -0.40612
C -0.21935 -0.91128 0.01846
C -1.27248 0.13585 0.38546
H 3.55756 1.09111 0.07587
H 2.63624 2.29438 0.89090
H 1.97978 2.06056 -0.71786
H 2.12020 -0.12347 1.67764
H 1.66638 -1.23012 -1.37460
H 0.51668 1.20026 -1.13027
H -2.07620 -0.50400 0.55129
H -0.84938 0.66151 1.30176
H -0.73174 2.38305 -0.30235
N 1.62041 0.49736 0.83712
S -0.34453 -2.46626 0.23219
S -1.69246 1.59757 -0.69329
```

Summary:
* 2S+1: 1
* HOMO: -0.3062 Eh

***

Stability, descending: (1), (2)

***

(1)
Entry from the OMol25 dataset: a 12-piece molecular cluster, C5H34NO12 overall (the ωB97M-V functional and the def2-TZVPD basis).

XYZ file:
```
52
Properties=species:S:1:pos:R:3
C 2.50777 -2.69992 -0.35126
C 0.96595 -2.52177 -0.32624
C 0.68257 -1.59777 0.89912
C -0.91612 -1.38820 1.15549
C -1.30899 -2.01701 2.45459
O -2.22898 -3.04730 2.16493
N 0.51646 -1.83521 -1.54874
H 2.90762 -3.08958 0.72549
H 2.89466 -3.52942 -0.97986
H 2.97071 -1.75525 -0.60870
H 0.50233 -3.43001 -0.32213
H 0.94487 -1.91820 1.91787
H 0.93705 -0.56730 0.75370
H -1.43119 -1.68644 0.22445
H -1.04498 -0.27709 1.29685
H -0.47280 -2.41796 3.07044
H -1.82917 -1.37506 3.11531
H 0.80187 -0.81838 -1.65068
H 0.52718 -2.30033 -2.34889
H 0.60522 3.41819 -0.51027
H 2.05441 3.25866 0.14502
O 1.24870 3.80215 0.08841
H -0.97418 1.45960 -2.11024
H -0.60756 3.07964 -2.01217
O -0.42504 2.42649 -1.37880
H -2.80202 -2.77696 -0.51235
H -3.01170 -2.73409 1.58504
O -3.71437 -2.51859 -0.76319
H -2.60909 0.05310 -2.37868
H -0.85930 -0.29779 -2.40732
O -1.21506 0.57490 -2.74256
H 3.10173 -0.04453 -1.95565
H 4.25429 0.89767 -1.84018
O 4.06449 -0.06538 -1.83177
H 4.35136 1.25592 1.01340
H 3.99146 -0.05068 0.49507
O 4.39247 0.30919 1.21750
H -3.78298 -1.67303 -1.06311
H -3.72207 0.75273 -1.47810
O -3.47118 -0.04320 -1.78476
H 1.08160 1.49577 -1.74951
H 1.05390 0.74160 -3.07047
O 1.59692 0.84425 -2.26785
H -2.24377 1.74879 0.30894
H -1.64974 2.83947 -0.18703
O -2.23700 2.68675 0.61346
H -1.09843 3.18134 1.70350
H 0.21039 3.80419 1.54576
O -0.38976 3.57786 2.21595
H -0.89786 1.27735 3.39862
H 0.46056 1.31285 2.79588
O -0.09368 0.75100 3.34371
```

Summary:
* 2S+1: 1
* HOMO: -0.2412 Eh
* total charge: -1

***

(2)
Entry from the OMol25 dataset: C5H34NO12 as an isolated structure (the ωB97M-V functional and the def2-TZVPD basis).

XYZ file:
```
52
Properties=species:S:1:pos:R:3
C -0.35308 2.69932 -1.08813
C 0.16732 1.33407 -0.65356
N 0.31645 1.16514 0.81210
C 1.05412 2.31525 1.44473
C 1.06750 -0.09450 1.04604
C 1.06532 -0.53138 2.51403
O 1.92598 -1.65113 2.66190
H -1.32676 2.95015 -0.58492
H -0.62919 2.67909 -2.13443
H 0.36443 3.54240 -0.94236
H -0.57525 0.52749 -0.97314
H 1.11026 1.09229 -1.23881
H 0.53182 3.28507 1.28994
H 2.02189 2.41282 1.08767
H 1.11141 2.20684 2.51187
H 0.52042 -0.91983 0.47329
H 2.12708 -0.01062 0.67491
H 0.08274 -0.79755 2.85323
H 1.52061 0.17645 3.16967
H -3.42281 1.59039 -0.19697
H -3.10646 0.21979 0.70362
O -3.50350 0.58483 -0.21038
H 3.86095 -0.78644 -0.54756
H 2.63154 -0.79287 -1.46660
O 3.52212 -0.33043 -1.29729
H -0.98975 -3.39089 -1.36668
H 0.18262 -2.15052 -1.25125
O -0.76884 -2.69457 -0.77804
H 1.59597 -2.31154 -2.32369
H 1.69522 -2.64866 -0.19895
O 1.31715 -1.75512 -1.62954
H -0.91780 -0.29568 -2.97529
H 0.51904 -0.65752 -2.72145
O -0.01412 -0.14049 -3.31458
H -1.71254 -1.51107 -1.53220
H -2.71257 -0.30475 -1.42058
O -2.27774 -0.89092 -2.08153
H -1.60391 2.25842 1.16386
H -2.83325 1.86986 2.03170
O -2.53979 2.54802 1.38744
H 3.63023 1.37642 -1.21848
H 2.45091 2.41444 -1.02108
O 3.46684 2.33723 -1.08997
H -2.00030 -2.53004 0.34331
H -3.49702 -2.15667 0.36120
O -2.78948 -2.40028 0.97241
H 0.50442 -3.36881 0.45338
H 1.76190 -2.31533 1.94853
O 1.48211 -3.25866 0.56494
H -2.43311 -0.99201 1.85225
H -1.33377 0.14089 1.83077
O -2.26734 -0.03841 2.10467
```

Summary:
* 2S+1: 1
* HOMO: -0.2425 Eh
* total charge: -1

***

Stability, descending: (2), (1)

***

(1)
Entry from the OMol25 dataset: a 2-piece molecular cluster, C4H7N4 overall (the ωB97M-V functional and the def2-TZVPD basis).

XYZ file:
```
15
Properties=species:S:1:pos:R:3
C -0.43786 -3.42945 -0.30638
C -0.21985 -2.09907 -0.24797
C -0.35961 -4.27684 0.78384
C 0.19805 1.75576 -0.44435
N -0.28256 -4.88782 1.79998
N 0.33378 3.00964 -0.85383
N -0.10067 -0.92804 -0.12197
N -0.31622 1.55192 0.75490
H -0.74968 -3.93346 -1.24128
H -0.92019 -5.04101 2.45307
H 0.80249 3.16644 -1.84147
H 0.04331 3.75164 -0.24708
H 0.25384 0.75183 -1.05659
H -0.63815 2.26068 1.40576
H -0.36883 0.58208 1.05103
```

Summary:
* 2S+1: 1
* HOMO: -0.4634 Eh
* total charge: +1

***

(2)
Entry from the OMol25 dataset: a 2-piece molecular cluster, C4H7N4 overall (the ωB97M-V functional and the def2-TZVPD basis).

XYZ file:
```
15
Properties=species:S:1:pos:R:3
C 2.18689 -0.96237 -2.49798
C 1.99476 -2.28743 -2.72270
C -0.72326 1.48597 1.31581
C 1.11291 -0.12677 -1.66212
N 1.35353 0.15548 -2.85156
N 1.81007 -3.40221 -2.92606
N -1.64407 1.52250 2.34759
N -0.61704 0.39955 0.61675
H 3.23088 -0.73517 -2.38535
H -0.13869 2.38581 0.99220
H 1.62458 -4.23742 -2.48189
H -1.88166 2.37191 2.97103
H -2.08641 0.68243 2.67653
H 0.55104 0.14886 -0.71709
H -1.19535 -0.40579 0.81242
```

Summary:
* 2S+1: 1
* HOMO: -0.4712 Eh
* total charge: +1

***

(3)
Entry from the OMol25 dataset: an isolated ion of composition C4H7N4 and charge +1 (the ωB97M-V functional and the def2-TZVPD basis).

XYZ file:
```
15
Properties=species:S:1:pos:R:3
C -0.23579 -1.81032 -0.99346
N 0.10740 -0.67339 -0.20723
C 0.48911 0.43441 -0.79487
N 0.38744 1.64008 -0.32212
C 0.32908 1.69099 1.12846
N -1.05908 1.92447 1.64637
C -0.63200 0.71113 1.53445
N -0.51735 -0.52882 1.11995
H -0.07080 -1.69851 -2.03470
H 0.38944 -2.80119 -0.90249
H -1.23910 -2.09873 -0.93427
H 0.73404 0.31602 -1.84258
H 0.95890 2.38380 -0.81846
H 1.19925 1.88020 1.71445
H -0.84052 -1.37013 1.70651
```

Summary:
* 2S+1: 1
* HOMO: -0.5013 Eh
* SMILES: CN1C=[NH+][C@H]2N=C2N1
* total charge: +1

***

Stability, descending: (1), (2), (3)